[1]
The following is a DFT calculation (the ωB97M-V functional and the def2-TZVPD basis) of one molecule with the formula C18H13ClN4O5S.

```
42
Properties=species:S:1:pos:R:3:forces:R:3
O 3.608168 2.629716 0.624927 0.1 0.2 0.0
C 2.877793 1.684157 0.434001 -0.2 -0.2 0.0
N 3.279620 0.413844 0.144365 -0.5 -0.2 -0.1
C 4.576157 -0.070205 0.001938 0.7 -0.2 0.0
C 4.752002 -1.387108 -0.424505 0.0 0.2 0.1
C 6.033224 -1.888601 -0.552892 0.0 0.1 0.0
C 7.100378 -1.055311 -0.248640 0.0 -0.3 -0.1
N 6.938149 0.190960 0.156154 0.6 0.1 0.1
C 5.722548 0.680800 0.281519 -0.5 0.3 0.1
H 5.647666 1.705478 0.612154 -0.1 0.0 0.0
H 8.123602 -1.395014 -0.330953 0.1 -0.1 0.0
H 6.199661 -2.902695 -0.881410 0.0 -0.1 0.0
H 3.890180 -1.998845 -0.650966 -0.1 -0.1 0.0
H 2.548630 -0.241598 -0.121579 0.2 0.3 0.1
C 1.381027 1.782646 0.499144 -0.2 0.1 0.1
C 0.703021 2.632409 -0.366563 0.1 -0.1 0.1
C -0.676323 2.706297 -0.335243 0.0 0.0 0.1
C -1.388183 1.947035 0.586274 0.8 0.1 0.1
C -0.711023 1.131633 1.488481 -0.1 0.2 0.0
C 0.668603 1.046160 1.437879 0.1 0.1 0.0
H 1.193708 0.407855 2.133586 0.1 -0.1 0.1
H -1.266231 0.563941 2.223146 -0.1 -0.1 0.0
N -2.795258 1.972470 0.528668 -0.6 0.0 -0.6
S -3.456832 1.150292 -0.772290 -0.3 -0.3 0.4
O -2.783862 1.547300 -1.961412 0.4 0.0 0.0
O -4.872922 1.270837 -0.685378 0.2 0.0 0.2
C -2.900963 -0.529188 -0.368851 -0.4 0.5 -0.2
C -1.578322 -0.790387 -0.666209 0.5 -0.4 -0.2
C -1.001872 -1.978111 -0.228418 -1.5 0.2 0.2
C -1.756203 -2.924692 0.462882 0.4 0.1 -0.2
C -3.078923 -2.663529 0.746495 -0.2 0.3 -0.1
C -3.650222 -1.448070 0.359938 0.3 -0.1 -0.1
Cl -5.265147 -1.104431 0.792481 -0.3 -0.4 0.3
H -3.679539 -3.377594 1.285736 -0.1 -0.1 0.1
H -1.285877 -3.844390 0.777395 0.0 0.0 0.0
N 0.393196 -2.215927 -0.449128 0.8 -0.2 0.0
O 0.832462 -3.320570 -0.213952 0.0 0.0 0.0
O 1.071350 -1.276385 -0.832730 -0.1 0.0 -0.2
H -1.012611 -0.079625 -1.248444 0.1 0.0 0.0
H -3.266553 1.733215 1.389151 -0.2 0.0 0.1
H -1.218269 3.330461 -1.025598 0.0 0.1 -0.1
H 1.264427 3.224572 -1.072254 0.1 0.1 -0.1
```
Forces are in eV/Å.

As for the LUMO energy: -0.0605 Ha. Its gap between HOMO and LUMO is 0.259 Ha. Its structure (SMILES) is O=C(Nc1cccnc1)c1ccc(NS(=O)(=O)c2cc([N+](=O)[O-])ccc2Cl)cc1. As for the total energy: -2147.25740 Eh.

[2]
The following is a DFT calculation (the ωB97M-V functional and the def2-TZVPD basis) of C6H6O2Sn as an isolated structure.

```
15
Properties=species:S:1:pos:R:3:forces:R:3
Sn -1.473635 0.339678 4.835919 0.2 0.0 -1.0
C 0.634224 -0.964432 -1.083096 -1.0 -0.1 0.0
C 0.092261 -1.231247 0.142744 -0.2 -0.1 0.6
C -0.414392 -0.176374 0.922147 -0.3 0.6 -1.0
C -0.495154 1.119732 0.394535 1.3 0.5 0.6
C 0.085629 1.414616 -0.811359 -0.5 -0.3 0.1
C 0.519087 0.344144 -1.622261 1.0 -0.6 0.2
O 0.918041 0.601505 -2.839378 0.0 0.6 -0.4
O -0.860614 -0.363974 2.200286 -0.3 -0.4 1.5
H 1.003805 -1.786724 -1.681750 0.1 0.1 -0.1
H -0.024408 -2.246441 0.510313 0.4 0.0 -0.1
H -0.736877 1.955868 1.041264 -0.3 -0.1 0.0
H 0.222563 2.444864 -1.106985 -0.2 -0.1 -0.3
H 1.221458 -0.162561 -3.350133 0.0 -0.1 0.1
H -0.691987 -1.288653 2.447755 0.0 -0.1 -0.3
```
Forces are in eV/Å.

As for the LUMO energy: -0.4259 Ha. Its gap between HOMO and LUMO is 0.117 Ha. As for the total energy: -596.22820 Eh. As for the energy above the lowest of the compared OMol25 structures with the same formula, charge and spin: 0.2064 eV. The charge is +2.

[3]
The following is a DFT calculation (the ωB97M-V functional and the def2-TZVPD basis) of one molecule with the formula CHN3O3.

```
8
Properties=species:S:1:pos:R:3:forces:R:3
C 1.193923 -0.977531 0.142157 -4.1 2.5 -0.6
N 2.233146 -1.396913 0.248065 3.1 -1.5 0.4
N 0.030502 -0.296299 -0.030113 -1.4 -1.0 -0.9
N -0.081548 1.183248 0.072956 1.4 -2.5 -0.7
O 0.906505 1.765505 -0.246355 0.1 0.3 0.4
O -1.169265 1.512633 0.339708 -1.8 1.3 0.5
O -1.197162 -1.064270 0.035569 1.1 0.7 0.6
H -1.916103 -0.726372 -0.561990 1.6 0.3 0.3
```
Forces are in eV/Å.

As for the LUMO energy: -0.0128 Ha. Its gap between HOMO and LUMO is 0.385 Ha. Its structure (SMILES) is N#CN(O)[N+](=O)[O-]. As for the total energy: -428.46256 Eh. As for the energy above the lowest of the compared OMol25 structures with the same formula, charge and spin: 2.7735 eV.

[4]
The following is a DFT calculation (the ωB97M-V functional and the def2-TZVPD basis) of a 3-piece molecular cluster, C4H16NO2 overall.

```
23
Properties=species:S:1:pos:R:3:forces:R:3
C 0.847192 -0.294381 1.631339 1.9 -0.7 -1.5
C -0.123863 -0.670347 0.528968 -1.7 3.3 1.6
C 0.498247 -1.615234 -0.517113 1.2 -3.1 -1.7
C -0.475024 -2.106638 -1.583261 0.8 2.2 -0.6
N -0.624253 0.577937 -0.148659 -1.8 -1.2 2.3
H 1.243275 -1.183856 2.145582 -0.2 0.3 -0.1
H 1.719070 0.286940 1.216144 -0.7 -0.5 0.4
H 0.405841 0.363616 2.374898 -0.7 0.2 0.2
H -1.061029 -1.121804 0.966884 0.8 -0.5 -0.7
H 0.915428 -2.497352 0.019359 0.0 0.4 -0.6
H 1.400858 -1.065892 -0.947497 -0.5 0.2 0.8
H 0.066836 -2.858178 -2.266997 -0.4 0.3 1.1
H -0.858361 -1.245754 -2.227302 0.4 -1.0 0.8
H -1.334281 -2.553156 -1.129772 -0.9 -1.1 -0.1
H -1.315411 0.340608 -0.849215 -0.6 0.1 0.0
H 0.088196 1.042502 -0.620628 2.4 1.6 -1.4
H -1.033925 1.233248 0.604134 -0.1 -0.2 -0.5
H 2.418376 1.875166 -1.482320 -1.8 0.2 -0.6
H 1.358158 2.374664 -2.579374 0.2 -0.8 1.4
O 1.435767 1.882179 -1.706881 1.5 0.4 -0.7
H -1.225609 2.498364 2.631718 1.3 1.0 2.0
H -2.621729 2.546089 2.018902 0.3 -0.1 0.0
O -1.723760 2.191283 1.921090 -1.3 -1.2 -2.3
```
Forces are in eV/Å.

As for the LUMO energy (spin up / spin down): -0.2410 / -0.5648 Ha. Its gap between HOMO and LUMO (spin up / spin down) is 0.481 / 0.148 Ha. As for the total energy: -366.45208 Eh. The spin multiplicity is 2. As for the energy above the lowest of the compared OMol25 structures with the same formula, charge and spin: 0.9292 eV. The charge is +2.

[5]
The following is a DFT calculation (the ωB97M-V functional and the def2-TZVPD basis) of one molecule with the formula C5H7N.

```
13
Properties=species:S:1:pos:R:3:forces:R:3
C -1.869128 -0.826226 0.701655 -0.2 0.0 0.1
C -0.732925 -0.295607 -0.097681 0.2 0.1 0.0
N -0.215275 0.897094 0.103766 -0.2 -0.3 0.0
C 0.991912 1.374163 -0.300341 0.1 0.0 0.0
C 1.955386 0.445481 -0.713712 0.2 -0.3 -0.1
C 2.717680 -0.455635 -0.998080 -0.2 0.3 0.1
H -2.293855 -0.076641 1.377781 0.1 0.0 -0.1
H -2.678373 -1.209098 0.070725 0.1 0.0 0.0
H -1.527870 -1.660601 1.328667 -0.1 0.1 -0.1
H -0.185633 -0.927930 -0.782910 0.0 0.0 0.1
H -0.770384 1.529402 0.673039 0.1 0.0 -0.1
H 1.174602 2.430236 -0.184592 0.0 -0.1 0.0
H 3.433862 -1.224634 -1.178319 -0.1 0.1 -0.1
```
Forces are in eV/Å.

As for the LUMO energy: 0.0319 Ha. Its gap between HOMO and LUMO is 0.271 Ha. As for the total energy: -249.33646 Eh. As for the energy above the lowest of the compared OMol25 structures with the same formula, charge and spin: 3.7221 eV.

[6]
The following is a DFT calculation (the ωB97M-V functional and the def2-TZVPD basis) of C34H26ClF3N5O4PbS as an isolated structure.

```
75
Properties=species:S:1:pos:R:3:forces:R:3
Pb 0.014256 0.543351 -0.341434 0.6 0.1 0.3
O -6.523927 -1.780330 2.816455 -0.1 0.0 -0.1
N -6.695466 -1.183669 1.773778 0.0 0.0 0.0
O -7.774621 -0.971388 1.271195 0.1 0.0 0.0
C -5.494339 -0.666868 1.053615 0.0 -0.1 0.1
C -5.748793 -0.049920 -0.112621 0.0 0.1 -0.1
C -4.690716 0.515964 -0.887158 -0.1 0.0 0.0
C -4.927141 1.243825 -2.065486 0.0 0.0 0.0
C -3.869725 1.818891 -2.720078 0.0 0.0 0.0
C -2.583846 1.621769 -2.209076 0.0 0.0 0.1
N -2.344921 0.903336 -1.127555 0.0 0.0 -0.2
C -3.375081 0.381223 -0.446303 0.1 0.0 0.0
C -3.098398 -0.287023 0.808679 0.1 0.0 0.0
N -1.804700 -0.330077 1.204048 -0.1 0.0 -0.1
C -1.517855 -0.838763 2.385997 0.0 0.0 0.0
C -2.491893 -1.382078 3.222135 0.1 0.0 0.0
C -3.800648 -1.381118 2.825199 0.0 0.0 0.0
C -4.151270 -0.800353 1.587088 -0.1 -0.1 0.0
H -6.770028 0.034235 -0.454817 0.0 0.0 0.0
H -5.941236 1.358405 -2.428008 0.0 0.0 0.0
H -4.008581 2.409485 -3.614265 0.0 0.0 0.0
H -1.720838 2.059043 -2.698688 0.0 0.0 0.0
H -0.484214 -0.803231 2.695954 0.0 0.0 0.0
H -2.203063 -1.796752 4.177469 0.0 0.0 0.0
H -4.562126 -1.800701 3.458104 0.0 0.0 0.0
Cl 1.734833 6.932308 3.102411 0.0 -0.1 0.0
C 1.074667 5.608964 2.198181 -0.1 0.1 0.1
C -0.266920 5.254242 2.370156 0.0 0.0 0.0
C -0.809259 4.207129 1.662110 0.0 0.0 0.0
C -0.041104 3.473491 0.745113 0.0 -0.1 0.1
O -0.646689 2.518827 0.047731 -0.2 0.3 0.1
C 1.310631 3.837813 0.584552 0.1 0.0 0.0
C 2.184605 3.158636 -0.341843 0.0 -0.1 0.0
O 1.891584 2.164290 -0.996404 0.0 0.1 -0.2
C 1.852270 4.910304 1.315942 0.1 -0.1 -0.1
H -0.875843 5.813381 3.068523 0.0 0.0 0.0
H -1.848845 3.932798 1.787643 0.0 0.0 0.0
H 3.201467 3.573302 -0.437409 0.0 0.0 -0.1
H 2.892029 5.179254 1.171476 0.0 0.0 0.0
F 2.273738 -0.987725 4.531760 0.0 0.0 0.0
C 3.105482 -1.519763 3.617642 0.0 0.0 0.0
F 3.954612 -0.557115 3.238446 0.0 0.0 0.0
F 3.819125 -2.470454 4.230809 0.0 0.0 0.0
C 2.327087 -2.077944 2.453956 0.0 0.0 0.0
C 2.240988 -3.445789 2.267284 0.0 0.0 0.0
C 1.475518 -3.963565 1.228703 0.1 0.0 0.1
C 0.825708 -3.070818 0.405131 0.1 0.1 0.0
N 0.901156 -1.750864 0.586310 -0.2 -0.2 -0.1
C 1.619613 -1.234806 1.585324 0.0 0.0 0.0
S 1.527608 0.513074 1.735608 -0.1 -0.1 0.0
H 2.775432 -4.106782 2.936401 0.0 0.0 0.0
H 1.399753 -5.028681 1.065767 0.0 0.0 0.0
H 0.223190 -3.401489 -0.433828 0.0 0.0 0.0
C 3.697006 -2.628725 -1.512057 0.0 0.0 0.1
N 4.085010 -1.299700 -1.936455 0.1 0.0 -0.2
C 5.302585 -0.873873 -1.271930 0.0 0.1 0.0
C 3.059637 -0.286815 -1.791630 -0.1 0.0 0.0
C 1.837231 -0.559026 -2.641654 -0.1 -0.1 -0.2
C 2.069485 -1.049092 -3.930682 0.1 0.0 0.0
C 1.039821 -1.381709 -4.791211 0.0 0.0 0.0
C -0.275994 -1.244550 -4.380818 -0.1 0.0 0.0
C -0.548854 -0.727517 -3.122939 0.1 -0.1 -0.1
C 0.500982 -0.366345 -2.288122 0.0 0.0 0.1
H 4.488509 -3.331583 -1.772015 0.0 0.0 0.0
H 2.784265 -2.946019 -2.017464 0.0 0.0 0.0
H 3.536202 -2.694928 -0.423057 0.0 0.0 0.0
H 6.059661 -1.651512 -1.360405 0.0 0.0 0.0
H 5.144297 -0.668930 -0.198844 0.0 0.0 0.0
H 5.687566 0.034367 -1.738168 0.0 0.0 0.0
H 3.491198 0.651711 -2.142521 0.0 0.1 0.1
H 2.788551 -0.118895 -0.738087 0.0 -0.1 0.0
H 3.102069 -1.188598 -4.227887 0.0 0.0 0.0
H 1.265196 -1.768304 -5.776667 0.0 0.0 0.0
H -1.092022 -1.533917 -5.030395 0.0 0.0 0.0
H -1.575668 -0.645318 -2.808714 -0.1 0.1 0.0
```
Forces are in eV/Å.

As for the LUMO energy: -0.1430 Ha. Its gap between HOMO and LUMO is 0.254 Ha. As for the total energy: -3236.53614 Eh. As for the energy above the lowest of the compared OMol25 structures with the same formula, charge and spin: 0.3041 eV. The charge is +1.